P.
The following is a DFT calculation (wB97M-V/def2-TZVPD) of an isolated ion of composition C27H30N3 and charge +1.

Structure (XYZ):
```
60
Properties=species:S:1:pos:R:3:nbo_charge:R:1
C 3.88344 -0.38034 3.16814 -0.414
C 3.43997 -1.63230 2.40276 -0.412
C 2.28617 -1.18974 1.49308 -0.214
N 2.41678 0.25820 1.34860 -0.457
C 1.19144 0.85723 0.92862 0.117
C 1.18902 2.33040 1.23171 -0.055
C 2.29644 3.14558 1.02038 -0.238
C 2.25650 4.42820 1.57964 -0.144
C 1.11331 4.85445 2.26805 -0.222
C -0.02974 4.05103 2.33616 -0.198
C -0.01433 2.80815 1.72405 -0.209
C 3.14960 0.79851 2.51005 -0.217
H 3.60886 -0.42230 4.22875 0.217
H 4.96520 -0.23879 3.11821 0.222
H 4.26206 -2.00161 1.78845 0.215
H 3.13507 -2.42029 3.09039 0.223
H 2.32401 -1.66411 0.50664 0.196
H 1.32329 -1.46612 1.97146 0.160
H 0.40388 0.46027 1.59196 0.192
H 3.16309 2.79517 0.45493 0.225
H 3.12705 5.08159 1.48584 0.219
H 1.09170 5.83766 2.74727 0.229
H -0.94605 4.35094 2.85178 0.227
H -0.88433 2.14795 1.64127 0.211
H 2.54759 1.33916 3.27080 0.195
H 3.89986 1.52287 2.17800 0.203
C -2.38049 -4.36812 -2.80551 -0.203
C -3.39745 -3.47964 -2.44847 -0.189
C -3.21695 -2.10448 -2.60770 -0.236
C -1.97133 -1.61379 -3.01239 0.028
C -1.65654 -0.12822 -3.01251 -0.243
N -0.50611 0.24636 -2.17210 -0.349
C 0.69366 0.80291 -2.74997 -0.209
C 1.59173 1.02961 -1.55208 -0.238
N 0.77837 0.60490 -0.42531 -0.352
C -0.46090 0.21792 -0.84275 0.587
C -1.64320 -0.18747 -0.04345 -0.174
C -2.85748 0.52164 -0.21681 -0.125
C -4.01763 0.06902 0.39348 -0.225
C -3.98693 -1.10531 1.14725 -0.166
C -2.79957 -1.81481 1.32099 -0.199
C -1.62257 -1.37613 0.72112 -0.159
C -1.00244 -2.49942 -3.48534 -0.240
C -1.19093 -3.87459 -3.34739 -0.197
H -2.52685 -5.44030 -2.68411 0.230
H -4.33912 -3.84284 -2.04120 0.225
H -4.02306 -1.39017 -2.41542 0.219
H -1.36506 0.16440 -4.02570 0.230
H -2.53072 0.46520 -2.71156 0.223
H 1.10443 0.08181 -3.46251 0.219
H 0.44122 1.70959 -3.32294 0.219
H 2.47228 0.38046 -1.58450 0.230
H 1.92404 2.07954 -1.51451 0.237
H -2.86502 1.39975 -0.86831 0.215
H -4.94225 0.62532 0.23773 0.237
H -4.90796 -1.47871 1.58714 0.235
H -2.78617 -2.73623 1.90147 0.237
H -0.70161 -1.96533 0.73307 0.233
H -0.10850 -2.09542 -3.96860 0.208
H -0.39875 -4.54920 -3.65814 0.227
```

Properties
**Lowest unoccupied orbital energy**: -2.840 eV
**Charge**: +1
**Frontier orbital gap**: 8.59 eV
**Highest occupied orbital energy**: -11.427 eV
**Structure (SMILES)**: c1ccc(CN2CC[N+]([C@H](c3ccccc3)N3CCCC3)=C2c2ccccc2)cc1


Q.
The following is a DFT calculation (wB97M-V/def2-TZVPD) of an isolated ion of composition C27H30N3 and charge +1.

Structure (XYZ):
```
60
Properties=species:S:1:pos:R:3:nbo_charge:R:1
C -1.37487 4.76190 3.32223 -0.397
N -2.19936 3.65262 2.90270 -0.378
C -3.61937 3.72549 3.18774 -0.417
C -1.64297 2.65950 2.18919 0.134
C -2.34418 1.63682 1.56580 -0.441
C -1.82239 0.73985 0.57475 -0.046
C -2.68928 -0.22913 -0.10621 0.004
C -2.29903 -1.50588 -0.57872 -0.244
C -3.23611 -2.30817 -1.26508 -0.187
C -4.56470 -1.89430 -1.40868 -0.210
C -4.96025 -0.69534 -0.83966 -0.195
C -4.05927 0.10277 -0.15979 -0.217
H -1.85844 5.23684 4.17534 0.215
H -0.39067 4.38114 3.60043 0.206
H -1.23353 5.51191 2.53333 0.203
H -3.72132 4.52474 3.92940 0.218
H -4.23646 3.98444 2.31740 0.211
H -3.99746 2.79164 3.61455 0.214
H -0.56528 2.81751 2.02165 0.195
H -3.38892 1.46594 1.91477 0.236
H -0.90531 1.13783 0.06299 0.277
H -1.25271 -1.84057 -0.46337 0.216
H -2.88457 -3.25098 -1.72442 0.222
H -5.27165 -2.52568 -1.91583 0.226
H -5.97717 -0.33574 -0.95201 0.224
H -4.37394 1.05936 0.23468 0.214
C 3.43283 -3.94566 -2.55134 -0.199
C 4.05938 -2.70059 -2.66600 -0.206
C 4.06675 -1.82553 -1.56128 -0.187
C 3.33132 -2.11410 -0.40320 -0.098
C 3.13713 -1.10107 0.68615 -0.236
N 1.79132 -0.63362 0.93822 -0.342
C 1.11300 -1.01665 2.15688 -0.222
C -0.27917 -0.46069 1.99548 -0.240
N -0.29425 -0.11445 0.59070 -0.455
C 0.97715 -0.05553 0.11880 0.528
C 1.42985 0.42009 -1.20417 -0.079
C 2.55395 1.28704 -1.33849 -0.202
C 2.99815 1.61179 -2.63146 -0.204
C 2.42085 1.00593 -3.74083 -0.180
C 1.32880 0.14494 -3.60588 -0.181
C 0.84467 -0.15789 -2.32866 -0.189
C 2.77041 -3.38632 -0.28364 -0.154
C 2.78718 -4.29789 -1.35754 -0.223
H 3.43735 -4.63852 -3.40096 0.228
H 4.56768 -2.40772 -3.59619 0.229
H 4.67792 -0.91562 -1.59166 0.217
H 3.43704 -1.56613 1.63068 0.232
H 3.80010 -0.22805 0.48031 0.224
H 1.07770 -2.10553 2.25460 0.212
H 1.59829 -0.60580 3.04779 0.220
H -1.05592 -1.17983 2.21966 0.231
H -0.46247 0.44968 2.58679 0.204
H 3.06633 1.68849 -0.46810 0.223
H 3.84273 2.30230 -2.75208 0.234
H 2.81305 1.19391 -4.72985 0.232
H 0.86526 -0.34808 -4.46826 0.235
H 0.05828 -0.91514 -2.18758 0.236
H 2.35921 -3.70321 0.68349 0.200
H 2.31737 -5.28503 -1.25555 0.228
```

Properties
**Lowest unoccupied orbital energy**: -2.658 eV
**Charge**: +1
**Frontier orbital gap**: 7.66 eV
**Highest occupied orbital energy**: -10.313 eV
**Structure (SMILES)**: CN(C)/C=C/[C@H](c1ccccc1)[N+]1=C(c2ccccc2)N(Cc2ccccc2)CC1


Short version: Q is the least stable of them.


P.
The following is a DFT calculation (wB97M-V/def2-TZVPD) of a 2-piece molecular cluster, C3H6N2O2 overall.

Structure (XYZ):
```
13
Properties=species:S:1:pos:R:3:nbo_charge:R:1
C -0.90232 -1.16417 0.64487 -0.435
N -0.14979 0.06923 0.77008 -0.258
C 1.61645 -0.30647 -0.54860 0.505
C 1.23817 0.85688 -0.98300 0.090
O -0.97313 1.19226 0.64730 -0.574
N 0.53437 1.68376 -1.59333 -0.654
O 2.27901 -1.09106 0.03841 -0.506
H -0.62582 1.71633 -0.11941 0.486
H -0.09305 1.34581 -2.32892 0.353
H 0.33165 0.12780 1.66773 0.367
H -1.37422 -1.18272 -0.33679 0.208
H -0.20466 -1.99435 0.73027 0.222
H -1.67667 -1.25328 1.41138 0.198
```

Properties
**Lowest unoccupied orbital energy**: -0.213 eV
**Charge**: 0
**Frontier orbital gap**: 7.99 eV
**Highest occupied orbital energy**: -8.202 eV
**Structure (SMILES)**: N=C=C=O.CNO


Q.
The following is a DFT calculation (wB97M-V/def2-TZVPD) of C3H6N2O2 as an isolated structure.

Structure (XYZ):
```
13
Properties=species:S:1:pos:R:3:nbo_charge:R:1
C 1.07398 0.98793 0.96204 0.783
C 0.56479 0.42530 -0.90415 0.399
C -1.10272 -0.52408 0.89858 -0.423
N 1.69375 1.18169 -0.32521 -0.700
N -0.00796 0.31603 0.42630 -0.482
O 1.35450 1.39045 2.06480 -0.596
O 0.90050 -0.62111 -1.61882 -0.656
H -0.20146 1.13803 -1.43274 0.146
H -2.09403 -0.16504 1.11239 0.211
H -1.03296 -1.22645 0.03811 0.218
H -0.79152 -1.05002 1.90065 0.216
H 1.98418 2.09980 -0.56538 0.403
H 1.63141 -0.87635 -1.02051 0.480
```

Properties
**Lowest unoccupied orbital energy**: 0.734 eV
**Charge**: 0
**Frontier orbital gap**: 10.51 eV
**Highest occupied orbital energy**: -9.774 eV


R.
The following is a DFT calculation (wB97M-V/def2-TZVPD) of C3H6N2O2 as an isolated structure.

Structure (XYZ):
```
13
Properties=species:S:1:pos:R:3:nbo_charge:R:1
C -0.06003 -0.28478 -0.84895 0.466
C 0.65481 0.02353 0.39473 0.017
N -0.16003 0.62970 -1.87507 -0.789
C -0.34123 0.34707 1.25542 0.178
O -0.04867 -1.54879 -1.37153 -0.668
O 2.01350 -0.08788 0.54938 -0.672
N -0.71377 0.36877 2.46202 -0.733
H 0.02855 -2.17367 -0.63978 0.494
H 2.20246 -0.41988 1.43624 0.487
H -0.84585 0.42044 -2.58719 0.389
H -0.12837 1.59517 -1.58892 0.398
H -1.42208 1.06315 2.68233 0.358
H -1.17929 0.06716 0.13133 0.074
```

Properties
**Lowest unoccupied orbital energy**: 0.470 eV
**Charge**: 0
**Frontier orbital gap**: 8.38 eV
**Highest occupied orbital energy**: -7.909 eV


Short version: P is the least stable of them.


P.
The following is a DFT calculation (wB97M-V/def2-TZVPD) of one molecule with the formula C3H6N2O2.

Structure (XYZ):
```
13
Properties=species:S:1:pos:R:3:nbo_charge:R:1
N 1.25508 1.13362 -0.72993 -0.853
C 0.25334 1.34967 0.71693 0.569
O 0.15226 2.52610 0.96005 -0.619
C 0.00514 0.09802 1.16217 -0.225
O 0.27630 -1.04371 0.37466 -0.527
C -0.79992 -1.66112 -0.17902 0.398
N -1.95667 -1.16048 -0.23255 -0.694
H 1.34670 2.02884 -1.20971 0.412
H 0.91787 0.39669 -1.34172 0.414
H -0.52045 -0.09526 2.08823 0.213
H 2.16414 0.85743 -0.37318 0.410
H -0.47475 -2.63898 -0.55335 0.148
H -2.61904 -1.79080 -0.68258 0.354
```

Properties
**Lowest unoccupied orbital energy**: 0.444 eV
**Charge**: 0
**Frontier orbital gap**: 8.12 eV
**Highest occupied orbital energy**: -7.671 eV
**Structure (SMILES)**: [H]/N=C/O/C=C(\[NH3+])[O-]


Q.
The following is a DFT calculation (wB97M-V/def2-TZVPD) of one molecule with the formula C3H6N2O2.

Structure (XYZ):
```
13
Properties=species:S:1:pos:R:3:nbo_charge:R:1
N 0.93223 -0.33077 -1.44610 -0.829
C 0.91726 -1.15068 -0.36535 0.637
O 1.18441 -2.33850 -0.40091 -0.600
C 0.59047 -0.45579 0.96483 -0.175
O -0.81854 -0.29907 1.18583 -0.476
C -1.43602 0.74415 0.63317 0.434
N -0.89517 1.54895 -0.18531 -0.770
H 1.04421 -0.76404 -2.35043 0.399
H 0.49754 0.58333 -1.37119 0.428
H 1.07981 0.52110 1.03628 0.205
H 0.92591 -1.11824 1.76170 0.222
H -2.46475 0.79124 0.99937 0.161
H -1.55735 2.26831 -0.46188 0.364
```

Properties
**Lowest unoccupied orbital energy**: 0.817 eV
**Charge**: 0
**Frontier orbital gap**: 10.56 eV
**Highest occupied orbital energy**: -9.746 eV
**Structure (SMILES)**: [H]/N=C/OCC(N)=O


R.
The following is a DFT calculation (wB97M-V/def2-TZVPD) of a 2-piece molecular cluster, C3H6N2O2 overall.

Structure (XYZ):
```
13
Properties=species:S:1:pos:R:3:nbo_charge:R:1
N 2.17464 -0.54817 -1.59213 -0.667
C 0.95814 -0.36819 -1.36801 0.521
O -0.27545 -0.56021 -1.88103 -0.458
C -0.13029 0.08241 -0.55939 0.268
O -0.50235 -0.70474 0.50749 -0.483
C -1.60650 -0.32209 1.20377 0.411
N -2.27272 0.70820 0.92442 -0.699
H 2.32427 -1.00960 -2.49005 0.361
H 2.43673 0.75647 0.78202 0.016
H -0.48430 1.10729 -0.52102 0.221
H 2.19812 1.07357 1.41237 -0.019
H -1.77465 -1.04075 2.00838 0.166
H -3.04565 0.82582 1.57319 0.363
```

Properties
**Lowest unoccupied orbital energy**: 0.874 eV
**Charge**: 0
**Frontier orbital gap**: 11.45 eV
**Highest occupied orbital energy**: -10.579 eV
**Structure (SMILES)**: [H]/N=C1\O[C@H]1O/C=N/[H].[H][H]


S.
The following is a DFT calculation (wB97M-V/def2-TZVPD) of one molecule with the formula C3H6N2O2.

Structure (XYZ):
```
13
Properties=species:S:1:pos:R:3:nbo_charge:R:1
C -1.49712 -0.45330 -1.24043 -0.345
C -1.31703 -0.42581 0.02747 -0.210
C 0.14816 -0.24620 0.56590 0.214
N 2.37013 0.15916 -0.24807 0.324
N 0.07254 0.62957 1.54896 -0.803
O 3.19256 0.42497 -1.08727 -0.300
O 1.05680 0.11391 -0.74998 -0.439
H -2.41100 -0.63845 -1.68508 0.188
H -0.79957 -0.29519 -2.00670 0.215
H -1.95849 -0.52189 0.79039 0.205
H 0.54758 -1.22093 0.81875 0.193
H 0.96109 0.99488 1.98545 0.384
H -0.36563 1.47928 1.28060 0.372
```

Properties
**Lowest unoccupied orbital energy**: 0.525 eV
**Charge**: 0
**Frontier orbital gap**: 10.50 eV
**Highest occupied orbital energy**: -9.971 eV
**Structure (SMILES)**: C=C[C@H](N)ON=O


Short version: S is the least stable of them.